Below is C38H48CaClN5O3P3SbSe4 as an isolated structure in a non-equilibrium geometry, with properties calculated with the ωB97M-V functional and the def2-TZVPD basis.

Positions of all 104 atoms, in Å:
Ca1 0.506 -1.554 -0.388
Cl1 -0.069 0.450 -3.920
C1 -1.047 1.836 -4.236
C2 -1.226 2.205 -5.567
C3 -2.004 3.305 -5.879
C4 -2.610 4.042 -4.867
C5 -2.425 3.668 -3.547
C6 -1.641 2.564 -3.203
P1 -1.335 2.043 -1.473
C7 -2.846 1.113 -1.058
C8 -3.929 0.942 -1.910
C9 -5.029 0.195 -1.501
C10 -5.055 -0.378 -0.240
C11 -3.963 -0.237 0.609
C12 -2.862 0.492 0.194
C13 -1.619 3.634 -0.592
C14 -0.634 4.615 -0.755
C15 -0.695 5.814 -0.064
C16 -1.738 6.055 0.824
C17 -2.717 5.090 0.999
C18 -2.661 3.891 0.295
H1 -0.746 1.616 -6.337
H2 -2.136 3.586 -6.917
H3 -3.223 4.902 -5.105
H4 -2.896 4.241 -2.756
H5 -3.916 1.379 -2.901
H6 -5.860 0.051 -2.181
H7 -5.905 -0.971 0.072
H8 -3.952 -0.738 1.569
H9 -1.991 0.571 0.839
H10 0.192 4.429 -1.432
H11 0.080 6.557 -0.210
H12 -1.782 6.987 1.376
H13 -3.536 5.267 1.687
H14 -3.438 3.151 0.440
N1 -0.609 -3.386 1.155
C19 -1.990 -3.371 1.400
C20 -2.432 -3.300 2.722
C21 -3.783 -3.321 3.038
C22 -4.718 -3.422 2.018
C23 -4.275 -3.466 0.702
C24 -2.927 -3.420 0.347
C25 -2.509 -3.445 -1.084
C26 -3.243 -4.279 -1.945
C27 -2.928 -4.342 -3.292
C28 -1.874 -3.576 -3.776
C29 -1.150 -2.774 -2.905
C30 -1.414 -2.671 -1.527
H15 -0.057 -3.689 1.944
H16 -0.334 -3.876 0.301
H17 -1.691 -3.253 3.514
H18 -4.096 -3.273 4.074
H19 -5.779 -3.448 2.240
H20 -4.998 -3.505 -0.104
H21 -4.047 -4.897 -1.553
H22 -3.484 -5.002 -3.952
H23 -1.568 -3.632 -4.816
H24 -0.304 -2.252 -3.350
Se1 1.758 -4.395 -1.575
Sb1 3.188 -3.235 -3.265
Se2 5.033 0.317 -2.114
Se3 3.028 -0.929 -1.774
Se4 1.912 -2.748 -5.297
C31 4.894 -3.051 0.154
N2 4.677 -2.080 1.239
C32 5.804 -1.165 1.445
P2 3.188 -1.644 1.713
O1 2.053 -2.418 1.171
O2 3.062 -0.039 1.624
P3 1.983 1.069 1.199
O3 0.737 0.496 0.620
N3 2.708 2.210 0.318
C33 4.034 2.686 0.722
C34 2.388 2.449 -1.096
N4 1.716 1.786 2.691
C35 1.023 0.922 3.651
C36 1.108 3.118 2.647
N5 3.129 -1.766 3.403
C37 3.146 -3.148 3.870
C38 3.943 -0.904 4.243
H25 5.238 -2.534 -0.744
H26 3.969 -3.580 -0.082
H27 5.654 -3.765 0.490
H28 6.025 -0.641 0.509
H29 6.675 -1.741 1.773
H30 5.576 -0.423 2.210
H31 4.197 2.493 1.783
H32 4.084 3.767 0.558
H33 4.800 2.182 0.125
H34 1.439 1.983 -1.342
H35 3.172 2.038 -1.734
H36 2.314 3.533 -1.241
H37 -0.053 0.878 3.441
H38 1.165 1.321 4.659
H39 1.420 -0.091 3.622
H40 1.659 3.765 1.970
H41 1.140 3.547 3.651
H42 0.059 3.087 2.319
H43 2.605 -3.785 3.172
H44 2.657 -3.211 4.846
H45 4.170 -3.533 3.969
H46 3.919 0.122 3.880
H47 4.989 -1.239 4.299
H48 3.538 -0.913 5.260

HOMO (eV): -0.595
Maximum force (Eh/bohr): 0.0258
Electronic energy (eV): -380539.3172
Net charge: -2
Frontier orbital gap (eV): 4.232
Relative energy (zero: lowest compared OMol25 entry of this formula, charge and spin) (eV): 0.036